C21H33ClNO5Y | the ωB97M-V functional and the def2-TZVPD basis

Computed properties:
E: -1748.982403 Ha
E_HOMO: -11.75 eV

The geometry in ORCA input format:
```
! RIJCOSX wB97M-V def2-TZVPD def2/J DEFGRID3
* xyz 2 1
Y 11.8543 8.6692 9.1732
C 11.8937 5.8034 7.6540
C 11.4133 6.7469 6.5927
O 10.7707 7.8423 7.3091
C 10.4197 8.8674 6.3291
C 11.6169 9.7034 5.9859
O 12.2279 10.0959 7.2512
C 13.6101 10.5188 7.0336
C 14.4569 10.1562 8.2328
O 14.1628 8.8176 8.7363
C 14.6041 7.8680 7.7194
C 14.1367 6.4817 8.0908
O 12.7589 6.5305 8.5776
H 12.4553 4.9810 7.2034
H 11.0485 5.4163 8.2256
H 10.6609 6.2676 5.9461
H 12.2335 7.1305 5.9709
H 9.6191 9.4796 6.7631
H 9.9995 8.3696 5.4442
H 11.3172 10.5959 5.4113
H 12.3818 9.1750 5.3888
H 13.6496 11.6138 6.9057
H 13.9980 10.0035 6.1201
H 14.3181 10.8292 9.0906
H 15.5390 10.2081 7.9928
H 15.7170 7.8843 7.6699
H 14.2070 8.1490 6.7347
H 14.7659 6.0309 8.8747
H 14.1778 5.7853 7.2312
Cl 5.3913 12.8126 9.0139
C 6.9622 12.1666 9.2647
C 7.2930 11.6983 10.5437
C 8.5636 11.2232 10.7854
C 9.5703 11.2610 9.7648
C 10.8900 10.6372 10.0203
C 9.2316 11.8112 8.5161
C 7.9290 12.2051 8.2602
H 6.5484 11.6616 11.3413
H 8.8202 10.8416 11.7662
H 11.0133 10.4559 11.0859
H 11.7328 11.1894 9.5972
H 9.9997 11.8991 7.7668
H 7.6534 12.5500 7.2827
O 12.5399 8.1574 11.1588
C 13.3472 7.5815 11.9626
C 13.4326 8.0579 13.3792
C 14.7159 7.7580 14.1827
C 15.0173 6.3271 14.6983
C 14.6271 5.2466 13.6681
C 14.9764 5.6551 12.2439
N 13.9932 6.4717 11.5515
H 12.5580 7.7205 13.9749
H 13.3650 9.1525 13.2833
H 14.6651 8.4033 15.0637
H 15.5775 8.1273 13.6202
H 14.5394 6.1750 15.6759
H 16.1045 6.2558 14.8934
H 13.5878 4.9115 13.7372
H 15.2595 4.3691 13.8095
H 15.1127 4.7470 11.6421
H 15.9408 6.1619 12.2716
H 13.6724 6.1186 10.6430
*
```